Entry 1:
Density functional theory data (ωB97M-V/def2-TZVPD) for a 4-piece molecular cluster, C25H59NO17P4 overall in a non-equilibrium geometry.

F_max = 0.152 Eh/bohr
E_LUMO = -0.328 eV
HOMO = -9.5 eV
SMILES string = O=C([O-])[N@@H+]1CCCC[C@@H]1CP(=O)(O)O.CCOP(=O)(OCC)OCC.CCOP(=O)(OCC)OCC.CCOP(=O)(OCC)OCC

Bonds (Å) are listed after each position.
Geometry (Å):
1 O -0.3424 4.9350 -4.8869  C2 1.234
2 C 0.3735 4.0001 -4.5175  O1 1.234, O3 1.228, N4 1.527
3 O -0.0004 3.0122 -3.8912  C2 1.228
4 N 1.8366 4.1381 -4.9332  C2 1.527, C5 1.491, C9 1.477, H15 1.023
5 C 2.0551 3.9065 -6.3899  N4 1.491, C6 1.548, H16 1.094, H17 1.104
6 C 1.9146 2.4215 -6.8036  C5 1.548, C7 1.557, H18 1.103, H19 1.096
7 C 1.9946 1.3932 -5.6371  C6 1.557, C8 1.550, H20 1.100, H21 1.098
8 C 2.8351 1.8495 -4.4167  C7 1.550, C9 1.552, H22 1.096, H23 1.105
9 C 2.7886 3.3690 -4.1057  N4 1.477, C8 1.552, C10 1.563, H24 1.104
10 C 2.6070 3.6339 -2.5766  C9 1.563, P11 1.826, H25 1.102, H26 1.099
11 P 4.1981 3.7443 -1.6880  C10 1.826, O12 1.469, O13 1.634, O14 1.615
12 O 4.7498 2.4179 -1.3830  P11 1.469
13 O 5.3266 4.5752 -2.5281  P11 1.634, H27 0.968
14 O 4.0157 4.5615 -0.3073  P11 1.615, H28 0.969
15 H 2.0577 5.1264 -4.7895  N4 1.023
16 H 1.4386 4.5979 -6.9721  C5 1.094
17 H 3.1072 4.1883 -6.5683  C5 1.104
18 H 2.7604 2.2075 -7.4777  C6 1.103
19 H 1.0038 2.3123 -7.4033  C6 1.096
20 H 0.9652 1.2334 -5.2827  C7 1.100
21 H 2.3158 0.4261 -6.0458  C7 1.098
22 H 2.5779 1.2664 -3.5256  C8 1.096
23 H 3.8848 1.5885 -4.6406  C8 1.105
24 H 3.7909 3.7650 -4.3451  C9 1.104
25 H 1.9586 4.5062 -2.3927  C10 1.102
26 H 2.0819 2.7678 -2.1511  C10 1.099
27 H 5.5986 3.9866 -3.2465  O13 0.968
28 H 4.9035 4.8281 -0.0235  O14 0.969
29 O 6.1121 -2.2702 3.2253  P30 1.496
30 P 5.3755 -1.0157 3.5737  O29 1.496, O31 1.643, O34 1.655, O37 1.638
31 O 6.2164 0.1071 2.7185  P30 1.643, C32 1.427
32 C 6.5362 -0.1345 1.3491  O31 1.427, C33 1.519, H40 1.091, H41 1.091
33 C 5.3568 0.2037 0.4540  C32 1.519, H42 1.095, H43 1.090, H44 1.085
34 O 5.9874 -0.8041 5.0969  P30 1.655, C35 1.430
35 C 6.3179 -1.9428 5.8966  O34 1.430, C36 1.516, H45 1.090, H46 1.093
36 C 7.8182 -2.1625 5.9125  C35 1.516, H47 1.090, H48 1.091, H49 1.092
37 O 4.1572 0.0201 3.9279  P30 1.638, C38 1.438
38 C 4.4446 1.3592 4.3649  O37 1.438, C39 1.527, H50 1.086, H51 1.091
39 C 4.0488 2.3681 3.2895  C38 1.527, H52 1.087, H53 1.091, H54 1.092
40 H 6.8519 -1.1668 1.1881  C32 1.091
41 H 7.3896 0.4991 1.1015  C32 1.091
42 H 4.4516 -0.3099 0.7938  C33 1.095
43 H 5.5610 -0.0817 -0.5777  C33 1.090
44 H 5.1531 1.2688 0.4696  C33 1.085
45 H 5.7951 -2.8312 5.5430  C35 1.090
46 H 5.9640 -1.7437 6.9109  C35 1.093
47 H 8.2405 -2.1067 4.9091  C36 1.090
48 H 8.0662 -3.1349 6.3418  C36 1.091
49 H 8.3105 -1.3877 6.5033  C36 1.092
50 H 5.4900 1.4814 4.6304  C38 1.086
51 H 3.8618 1.5231 5.2723  C38 1.091
52 H 3.9114 1.8994 2.3184  C39 1.087
53 H 4.8070 3.1480 3.2059  C39 1.091
54 H 3.1088 2.8598 3.5485  C39 1.092
55 O -0.8155 2.4316 0.9067  P56 1.497
56 P -1.6578 1.4372 1.6427  O55 1.497, O57 1.649, O60 1.650, O63 1.638
57 O -0.5004 0.5089 2.3614  P56 1.649, C58 1.424
58 C 0.5866 1.1289 3.0399  O57 1.424, C59 1.518, H66 1.091, H67 1.091
59 C 0.2083 1.5322 4.4540  C58 1.518, H68 1.093, H69 1.092, H70 1.091
60 O -2.0736 0.4877 0.3585  P56 1.650, C61 1.434
61 C -2.2427 1.0726 -0.9403  O60 1.434, C62 1.516, H71 1.089, H72 1.092
62 C -1.0356 0.7809 -1.8096  C61 1.516, H73 1.091, H74 1.091, H75 1.093
63 O -2.8896 0.7914 2.5077  P56 1.638, C64 1.437
64 C -2.9677 -0.6269 2.7219  O63 1.437, C65 1.526, H76 1.086, H77 1.090
65 C -2.7181 -0.9501 4.1928  C64 1.526, H78 1.087, H79 1.091, H80 1.092
66 H 0.9548 1.9936 2.4849  C58 1.091
67 H 1.3998 0.4016 3.0706  C58 1.091
68 H -0.7023 2.1370 4.4626  C59 1.093
69 H 1.0160 2.1002 4.9193  C59 1.092
70 H 0.0211 0.6492 5.0669  C59 1.091
71 H -2.4231 2.1445 -0.8653  C61 1.089
72 H -3.1340 0.6273 -1.3877  C61 1.092
73 H -0.1037 0.9784 -1.2775  C62 1.091
74 H -1.0520 1.3837 -2.7189  C62 1.091
75 H -1.0173 -0.2745 -2.0926  C62 1.093
76 H -2.2749 -1.1691 2.0855  C64 1.086
77 H -3.9741 -0.9347 2.4363  C64 1.090
78 H -2.2524 -0.1186 4.7150  C65 1.087
79 H -2.0836 -1.8320 4.2905  C65 1.091
80 H -3.6577 -1.1711 4.7026  C65 1.092
81 O -6.6687 -3.0560 -2.7704  P82 1.496
82 P -6.9292 -4.1031 -1.7346  O81 1.496, O83 1.649, O86 1.653, O89 1.637
83 O -7.9199 -3.2905 -0.6973  P82 1.649, C84 1.424
84 C -9.0204 -2.5377 -1.1979  O83 1.424, C85 1.518, H92 1.091, H93 1.091
85 C -10.2265 -3.4213 -1.4624  C84 1.518, H94 1.093, H95 1.091, H96 1.091
86 O -5.4846 -4.0081 -0.9372  P82 1.653, C87 1.432
87 C -4.2896 -3.6903 -1.6592  O86 1.432, C88 1.516, H97 1.090, H98 1.092
88 C -3.8958 -2.2456 -1.4227  C87 1.516, H99 1.091, H100 1.092, H101 1.092
89 O -7.2014 -5.5625 -1.0455  P82 1.637, C90 1.437
90 C -7.2164 -5.7059 0.3843  O89 1.437, C91 1.526, H102 1.086, H103 1.090
91 C -8.6309 -6.0187 0.8653  C90 1.526, H104 1.087, H105 1.091, H106 1.091
92 H -8.7456 -1.9911 -2.1014  C84 1.091
93 H -9.2683 -1.7938 -0.4392  C84 1.091
94 H -9.9628 -4.2696 -2.0991  C85 1.093
95 H -11.0209 -2.8498 -1.9446  C85 1.091
96 H -10.6200 -3.8228 -0.5275  C85 1.091
97 H -4.4120 -3.8952 -2.7226  C87 1.090
98 H -3.5011 -4.3518 -1.2929  C87 1.092
99 H -4.7485 -1.5746 -1.5318  C88 1.091
100 H -3.1155 -1.9334 -2.1195  C88 1.092
101 H -3.5237 -2.1116 -0.4051  C88 1.092
102 H -6.8268 -4.8231 0.8816  C90 1.086
103 H -6.5474 -6.5320 0.6260  C90 1.090
104 H -9.3749 -5.7854 0.1086  C91 1.087
105 H -8.8603 -5.4606 1.7739  C91 1.091
106 H -8.7298 -7.0789 1.1049  C91 1.091

Atomic partial charges in e from the Löwdin method, atoms 1 to 2: O 0.0377; C -0.6780


Entry 2:
Density functional theory data (ωB97M-V/def2-TZVPD) for a 3-piece molecular cluster, C25H60BBrN4O9P overall in a non-equilibrium geometry.

F_max = 0.121 Eh/bohr
net charge = +1
E_LUMO = -4.648 eV
ΔE to the lowest compared entry with this formula, charge and spin = 1064.0 kJ/mol
HOMO = -10.7 eV

Bonds (Å) are listed after each position.
Geometry (Å):
1 C -7.1085 1.5548 -0.0823  C2 1.648, H30 1.180, H31 1.192, H32 1.191
2 C -6.3570 0.0933 0.0395  C1 1.648, C3 1.661, H33 1.194, H34 1.170
3 C -5.3609 -0.0728 -1.2791  C2 1.661, N4 1.532, H35 1.192, H36 1.194
4 N -4.3995 -1.2596 -1.1543  C3 1.532, B5 1.549, C8 1.401
5 B -4.6649 -2.3964 -2.1719  N4 1.549, N6 1.547, O7 1.479
6 N -3.6534 -2.7319 -3.2930  B5 1.547, H37 1.059, H38 1.064
7 O -5.8990 -3.1971 -2.0214  B5 1.479, H39 1.018
8 C -3.3653 -1.3178 -0.2110  N4 1.401, N9 1.510, N11 1.540
9 N -2.5089 -2.5609 -0.1864  C8 1.510, Br10 1.872, H40 1.043
10 Br -3.1827 -3.9115 0.9206  N9 1.872
11 N -3.1745 -0.0924 0.7013  C8 1.540, C12 1.513, C20 1.544
12 C -2.2839 -0.4083 1.8836  N11 1.513, C13 1.666, H41 1.194, H42 1.169
13 C -2.5081 0.6613 3.1412  C12 1.666, C14 1.635, H43 1.185, H44 1.194
14 C -1.1343 1.0563 3.9349  C13 1.635, C15 1.636, H45 1.194, H46 1.182
15 C 0.0278 -0.0951 3.9606  C14 1.636, C16 1.638, H47 1.194, H48 1.183
16 C -0.4488 -1.5655 4.5021  C15 1.638, C17 1.663, H49 1.182, H50 1.180
17 C 0.0564 -2.8323 3.5505  C16 1.663, O18 1.472, H51 1.194, H52 1.171
18 O 1.3311 -2.5835 2.8586  C17 1.472, C19 1.492
19 C 1.2659 -3.0597 1.4465  O18 1.492, H53 1.171, H54 1.170, H55 1.174
20 C -2.3882 1.0014 -0.0536  N11 1.544, C21 1.671, H56 1.184, H57 1.194
21 C -1.4045 0.3506 -1.2374  C20 1.671, P22 1.948, H58 1.182, H59 1.171
22 P -0.1150 1.7587 -1.6258  C21 1.948, O23 1.599, O24 1.741, O27 1.777
23 O -0.9569 3.1165 -1.5579  P22 1.599
24 O 0.5896 1.6271 -3.2125  P22 1.741, C25 1.470
25 C 0.9093 0.2388 -3.5752  O24 1.470, C26 1.673, H60 1.185, H61 1.177
26 C 1.9561 0.3421 -4.8758  C25 1.673, H62 1.182, H63 1.175, H64 1.193
27 O 1.0934 1.8905 -0.3291  P22 1.777, C28 1.472
28 C 2.1304 2.8709 -0.6894  O27 1.472, C29 1.667, H65 1.194, H66 1.172
29 C 3.4388 1.9862 -1.2221  C28 1.667, H67 1.177, H68 1.183, H69 1.180
30 H -7.0521 2.1734 0.9205  C1 1.180
31 H -6.5688 2.2303 -0.9024  C1 1.192
32 H -8.2389 1.4764 -0.4500  C1 1.191
33 H -7.1339 -0.8084 -0.0501  C2 1.194
34 H -5.7945 0.0505 1.0644  C2 1.170
35 H -4.7995 0.9413 -1.5582  C3 1.192
36 H -6.1030 -0.2604 -2.1956  C3 1.194
37 H -4.2018 -2.9733 -4.1661  N6 1.059
38 H -3.1274 -3.6229 -3.0434  N6 1.064
39 H -5.6123 -4.0371 -1.5233  O7 1.018
40 H -1.5150 -2.3772 0.0694  N9 1.043
41 H -1.1678 -0.3773 1.4608  C12 1.194
42 H -2.4324 -1.4693 2.3520  C12 1.169
43 H -3.2598 0.1946 3.9289  C13 1.185
44 H -2.9369 1.6754 2.6798  C13 1.194
45 H -1.4410 1.2490 5.0724  C14 1.194
46 H -0.6512 2.0705 3.5683  C14 1.182
47 H 0.8892 0.2778 4.6981  C15 1.194
48 H 0.5255 -0.1024 2.8877  C15 1.183
49 H 0.0489 -1.7514 5.5576  C16 1.182
50 H -1.6159 -1.6969 4.6117  C16 1.180
51 H 0.2603 -3.7437 4.2945  C17 1.194
52 H -0.7405 -3.1720 2.7620  C17 1.171
53 H 2.2894 -2.9977 0.8812  C19 1.171
54 H 0.5046 -2.3597 0.8985  C19 1.170
55 H 0.8358 -4.1512 1.4940  C19 1.174
56 H -1.6485 1.5924 0.6576  C20 1.184
57 H -3.1196 1.8349 -0.4953  C20 1.194
58 H -0.7499 -0.5397 -0.8177  C21 1.182
59 H -2.0101 0.0874 -2.2039  C21 1.171
60 H -0.0754 -0.2645 -4.0017  C25 1.185
61 H 1.3444 -0.4139 -2.6974  C25 1.177
62 H 3.0863 0.2534 -4.5398  C26 1.182
63 H 1.6541 -0.4413 -5.6979  C26 1.175
64 H 1.8273 1.4291 -5.3503  C26 1.193
65 H 2.5019 3.4617 0.2792  C28 1.194
66 H 1.7915 3.6832 -1.4625  C28 1.172
67 H 3.6747 2.2977 -2.3325  C29 1.177
68 H 4.3462 2.1939 -0.4913  C29 1.183
69 H 3.1893 0.8387 -1.1117  C29 1.180
70 C 3.5447 -3.5848 -5.7927  O71 1.424, H76 1.093, H77 1.094, H78 1.093
71 O 3.8780 -4.7312 -5.0168  C70 1.424, C72 1.430
72 C 4.4140 -4.3833 -3.7372  O71 1.430, C73 1.531, H79 1.096, H80 1.095
73 C 3.3532 -4.4986 -2.6387  C72 1.531, O74 1.431, H81 1.094, H82 1.097
74 O 2.3071 -3.5384 -2.8197  C73 1.431, C75 1.423
75 C 1.1516 -4.1061 -3.4261  O74 1.423, H83 1.096, H84 1.094, H85 1.093
76 H 2.8946 -3.9032 -6.6111  C70 1.093
77 H 3.0163 -2.8283 -5.2051  C70 1.094
78 H 4.4554 -3.1508 -6.2128  C70 1.093
79 H 4.8531 -3.3790 -3.7575  C72 1.096
80 H 5.2173 -5.0958 -3.5226  C72 1.095
81 H 3.8206 -4.2807 -1.6744  C73 1.094
82 H 2.9424 -5.5146 -2.5877  C73 1.097
83 H 0.5853 -4.6718 -2.6776  C75 1.096
84 H 1.4029 -4.7588 -4.2674  C75 1.094
85 H 0.5250 -3.2908 -3.7968  C75 1.093
86 C 3.9394 6.9920 4.1315  O87 1.424, H92 1.093, H93 1.094, H94 1.093
87 O 4.1817 6.1113 3.0394  C86 1.424, C88 1.430
88 C 4.6752 4.8389 3.4673  O87 1.430, C89 1.531, H95 1.096, H96 1.095
89 C 3.5613 3.7881 3.4900  C88 1.531, O90 1.431, H97 1.094, H98 1.097
90 O 2.5720 4.0967 4.4774  C89 1.431, C91 1.423
91 C 1.4191 4.7116 3.9134  O90 1.423, H99 1.096, H100 1.094, H101 1.093
92 H 3.3126 7.8131 3.7760  C86 1.093
93 H 3.4219 6.4936 4.9566  C86 1.094
94 H 4.8881 7.4003 4.4888  C86 1.093
95 H 5.1626 4.9180 4.4461  C88 1.096
96 H 5.4326 4.5286 2.7400  C88 1.095
97 H 3.9945 2.8225 3.7655  C89 1.094
98 H 3.1002 3.6760 2.5008  C89 1.097
99 H 0.7929 3.9489 3.4369  C91 1.096
100 H 1.6767 5.4846 3.1832  C91 1.094
101 H 0.8500 5.1768 4.7224  C91 1.093

Atomic partial charges in e from the Löwdin method, atoms 1 to 2: C -0.1289; C -0.1998